Density functional theory data (ωB97M-V/def2-TZVPD) for a structure of composition C33H42N5O4SSiTi.

Kohn-Sham gap   8.352 eV
Energy relative to the best compared isomer or geometry (same formula, charge and spin)   3.2 kcal per mole
Charge   +1

Atoms and positions in Å:
1 Ti 0.5625 -0.3221 0.5045
2 C 2.1730 2.7320 0.3432
3 N 0.8430 2.1170 0.4294
4 C 0.0655 2.5900 -0.7334
5 C 0.1752 2.5609 1.6714
6 C -1.1039 1.7907 1.8315
7 C -2.2500 2.3506 2.3766
8 C -3.4206 1.6068 2.4344
9 C -3.4570 0.3157 1.9272
10 C -2.3097 -0.2431 1.3784
11 C -1.1165 0.4810 1.3438
12 H 2.0795 3.8230 0.2931
13 H 2.6719 2.3914 -0.5639
14 H 2.7743 2.4769 1.2135
15 H 0.0612 3.6850 -0.7579
16 H -0.9630 2.2447 -0.6744
17 H 0.5207 2.2165 -1.6499
18 H -0.0005 3.6445 1.6490
19 H 0.8622 2.3625 2.5031
20 H -2.2389 3.3721 2.7321
21 H -4.3141 2.0476 2.8528
22 H -4.3780 -0.2511 1.9529
23 H -2.3556 -1.2471 0.9715
24 C -8.2777 -1.1395 -4.2476
25 C -6.9697 -0.4731 -3.9346
26 C -6.6391 -0.1209 -2.6289
27 C -5.4419 0.5109 -2.3405
28 C -4.5585 0.7921 -3.3741
29 C -4.8670 0.4544 -4.6856
30 C -6.0690 -0.1762 -4.9543
31 S -3.0296 1.5770 -3.0122
32 O -3.2027 2.3805 -1.8373
33 O -2.4882 2.0931 -4.2338
34 N -1.9839 0.4047 -2.5286
35 C -1.5485 -0.6202 -3.4684
36 C -0.0434 -0.8852 -3.2952
37 C 0.3530 -0.7483 -1.8688
38 O -0.4306 -1.1860 -0.9461
39 O 1.4073 -0.1832 -1.4711
40 H -8.8306 -1.3754 -3.3411
41 H -8.1210 -2.0652 -4.8020
42 H -8.9011 -0.4923 -4.8643
43 H -7.3356 -0.3355 -1.8300
44 H -5.2017 0.8069 -1.3288
45 H -4.1814 0.7072 -5.4811
46 H -6.3177 -0.4330 -5.9753
47 H -2.2426 0.0485 -1.6144
48 H -1.7116 -0.2463 -4.4780
49 H -2.1269 -1.5380 -3.3492
50 H 0.5728 -0.2149 -3.8935
51 H 0.1851 -1.9147 -3.5923
52 C 0.1131 -1.1953 4.3231
53 Si 0.0198 -2.6097 3.0977
54 C 1.0236 -4.0273 3.7842
55 C -1.7584 -3.1667 2.8913
56 C 0.7911 -2.1700 1.4236
57 H -0.5045 -1.4168 5.1937
58 H -0.2504 -0.2488 3.9098
59 H 1.1324 -1.0651 4.6867
60 H 0.6323 -4.3384 4.7532
61 H 2.0696 -3.7523 3.9195
62 H 0.9888 -4.8908 3.1202
63 H -1.9236 -4.0605 3.4943
64 H -1.9935 -3.4280 1.8598
65 H -2.4711 -2.4120 3.2188
66 H 0.3993 -2.8843 0.6898
67 H 1.8627 -2.3609 1.5391
68 N 11.0521 0.4577 -0.9315
69 C 9.9722 0.4126 -0.5509
70 C 8.6170 0.3599 -0.0693
71 C 8.3419 -0.2482 1.1525
72 C 7.0396 -0.3022 1.6160
73 C 6.0293 0.2676 0.8563
74 C 6.2915 0.8822 -0.3579
75 C 7.5927 0.9201 -0.8266
76 N 4.6849 0.2187 1.3374
77 C 4.2726 0.4298 2.6326
78 C 2.9228 0.2839 2.6318
79 N 2.5060 -0.0110 1.3533
80 C 3.5889 -0.0443 0.6036
81 H 9.1442 -0.6872 1.7273
82 H 6.8129 -0.8025 2.5464
83 H 5.4951 1.3441 -0.9249
84 H 7.8201 1.3937 -1.7704
85 H 4.9618 0.6803 3.4166
86 H 2.2328 0.3682 3.4510
87 H 3.6114 -0.2691 -0.4500

***

Density functional theory data (ωB97M-V/def2-TZVPD) for a cluster of 15 separate species, C45H130N10O15 in total in a non-equilibrium geometry.

Kohn-Sham gap   9.160 eV
Energy relative to the best compared isomer or geometry (same formula, charge and spin)   0.0 kcal per mole

Atoms and positions in Å:
1 C -4.4088 -1.2512 2.9723
2 O -3.2910 -0.5169 3.3912
3 H -5.3929 -1.0619 3.5115
4 H -4.6585 -1.0165 1.9061
5 H -4.2027 -2.2628 2.9788
6 H -2.8086 -0.9541 4.1492
7 C 2.5202 6.5434 -0.7536
8 O 1.3795 6.3941 -1.5340
9 H 2.6686 5.6909 -0.0539
10 H 3.4756 6.4712 -1.3215
11 H 2.5515 7.5279 -0.2978
12 H 0.7855 7.0997 -1.3314
13 C 3.5493 -0.2233 -4.4987
14 O 2.5877 -0.5961 -3.4948
15 H 4.1564 0.5968 -4.1049
16 H 4.0878 -1.1358 -4.7841
17 H 3.0072 0.1031 -5.4171
18 H 1.7195 -0.2734 -3.8091
19 C 1.5903 4.0592 -3.9133
20 O 0.3964 4.5531 -3.4522
21 H 1.3775 3.0927 -4.3878
22 H 2.0121 4.7213 -4.6980
23 H 2.4106 3.9024 -3.2257
24 H 0.5962 5.2606 -2.8255
25 C 2.4604 -4.1035 2.9141
26 O 1.5369 -3.1544 2.3933
27 H 3.2755 -3.4639 3.2404
28 H 2.0632 -4.6303 3.7923
29 H 2.8310 -4.7838 2.1165
30 H 1.7767 -2.8885 1.5003
31 C -3.6851 -4.7177 4.4204
32 C -2.2847 -4.2692 4.1187
33 C -1.5028 -3.4678 5.1465
34 O -1.9133 -2.1313 5.3391
35 C -1.5675 -1.5168 6.6009
36 N -1.4857 -5.4516 3.8751
37 H -3.5903 -5.4737 5.2313
38 H -4.0563 -5.1991 3.5068
39 H -4.2361 -3.8567 4.7240
40 H -2.4415 -3.5790 3.2199
41 H -0.4212 -3.5002 4.7209
42 H -1.5326 -4.0315 6.0788
43 H -1.8641 -0.4797 6.5392
44 H -0.5472 -1.6774 6.7131
45 H -2.1552 -1.9997 7.3595
46 H -0.6143 -5.1306 3.6162
47 H -1.8633 -5.8375 3.0291
48 C -1.9245 -1.6065 -5.3775
49 C -0.4764 -1.1329 -5.3412
50 C -0.0695 -0.6853 -6.7386
51 O -0.0847 -1.7344 -7.6985
52 C -0.3030 -1.2919 -9.0162
53 N -0.0662 -0.0283 -4.4329
54 H -2.3342 -1.8991 -4.3578
55 H -2.0475 -2.4052 -6.0839
56 H -2.5129 -0.7828 -5.7143
57 H 0.1165 -1.9700 -4.9850
58 H 1.0200 -0.3881 -6.6526
59 H -0.5301 0.2454 -7.0229
60 H -0.6554 -2.1559 -9.6137
61 H 0.5838 -0.7828 -9.4250
62 H -1.0551 -0.4972 -9.1558
63 H -0.7250 0.7265 -4.6722
64 H -0.3287 -0.1852 -3.4651
65 C 1.6355 -6.9214 -0.6484
66 C 0.9547 -5.8532 0.1651
67 C -0.1581 -5.2323 -0.6559
68 O 0.3430 -4.8120 -1.9015
69 C -0.5424 -3.9194 -2.6155
70 N 0.3737 -6.4151 1.3743
71 H 2.0080 -6.6382 -1.6351
72 H 0.9383 -7.7451 -0.7873
73 H 2.5703 -7.3067 -0.1554
74 H 1.7161 -5.1270 0.4603
75 H -0.5289 -4.3312 -0.1110
76 H -1.0069 -5.9771 -0.7984
77 H -1.4774 -4.3641 -2.9773
78 H 0.0363 -3.5265 -3.4661
79 H -0.7892 -3.0324 -2.0588
80 H 1.0553 -6.4900 2.1187
81 H 0.0338 -7.3369 1.3124
82 C 2.8440 2.2972 1.2872
83 C 3.8207 3.0753 2.1319
84 C 5.1958 2.7811 1.5468
85 O 5.8506 1.7590 2.3101
86 C 7.2801 1.6738 2.0455
87 N 3.5583 4.4896 1.8564
88 H 1.8476 2.5050 1.5462
89 H 3.0470 1.2420 1.2419
90 H 2.9200 2.5072 0.2360
91 H 3.7364 2.7404 3.1879
92 H 5.8192 3.7003 1.5287
93 H 5.1433 2.5164 0.4837
94 H 7.6605 0.8188 2.6233
95 H 7.7256 2.5901 2.3617
96 H 7.4207 1.5336 0.9491
97 H 2.7077 4.9052 2.2004
98 H 4.3080 4.9786 2.3113
99 C 1.0308 4.6385 5.6377
100 C 0.3380 4.1213 4.2857
101 C -1.0381 3.5706 4.6242
102 O -1.6956 3.3987 3.3882
103 C -3.0569 3.0411 3.3708
104 N 0.4059 5.1274 3.2814
105 H 0.6311 5.6730 5.8936
106 H 2.1250 4.7516 5.5188
107 H 0.7662 3.9130 6.4048
108 H 0.9709 3.2612 4.0036
109 H -1.5199 4.3768 5.1999
110 H -0.8787 2.6146 5.1232
111 H -3.3008 2.0676 3.7667
112 H -3.3420 3.1074 2.3272
113 H -3.6100 3.8042 3.9656
114 H 0.1767 6.0690 3.5627
115 H -0.1468 4.8903 2.5027
116 C 3.3187 1.9643 5.8143
117 C 3.3784 0.4834 5.3479
118 C 2.3853 0.0619 4.3291
119 O 1.1317 0.5608 4.7478
120 C 0.0642 0.1154 3.9174
121 N 4.7732 0.0210 4.9600
122 H 4.1587 2.0917 6.5079
123 H 2.3906 2.2893 6.2697
124 H 3.5618 2.6632 4.9983
125 H 3.1480 -0.0008 6.3162
126 H 2.3942 -1.0252 4.4553
127 H 2.6249 0.4539 3.2941
128 H 0.2629 -0.8472 3.5036
129 H -0.1355 0.8862 3.1593
130 H -0.8427 0.0572 4.5883
131 H 5.0306 0.2313 3.9970
132 H 5.4645 0.4696 5.5549
133 C -3.5456 4.6241 -5.9340
134 C -2.4114 4.2851 -4.9006
135 C -2.7773 4.6919 -3.4571
136 O -3.9376 4.1303 -2.8971
137 C -4.4994 4.9133 -1.8441
138 N -2.1325 2.8070 -4.9746
139 H -3.1412 4.6235 -6.9347
140 H -3.9992 5.5844 -5.8196
141 H -4.2943 3.8251 -5.8706
142 H -1.4294 4.7492 -5.0127
143 H -2.8777 5.7831 -3.5233
144 H -1.8753 4.4339 -2.9017
145 H -4.6222 5.9551 -2.1793
146 H -3.8268 4.8790 -0.9437
147 H -5.5041 4.4744 -1.5990
148 H -2.9762 2.2896 -4.6179
149 H -1.9779 2.4670 -5.9419
150 C -1.6461 2.3595 -0.7790
151 C -0.6184 1.3232 -0.4666
152 C -1.3082 0.1342 0.1043
153 O -0.3991 -0.8699 0.5334
154 C -1.1361 -1.9277 1.1411
155 N 0.1507 1.0372 -1.6363
156 H -1.1482 3.2551 -1.1582
157 H -2.2463 2.5928 0.1070
158 H -2.3691 2.0520 -1.5228
159 H -0.0803 1.7987 0.3525
160 H -1.9339 -0.3763 -0.7487
161 H -2.0488 0.4394 0.8610
162 H -1.5316 -1.5473 2.0810
163 H -0.4119 -2.7143 1.3565
164 H -1.9576 -2.3975 0.5249
165 H 1.1157 0.7796 -1.6334
166 H -0.0380 1.7897 -2.2884
167 C -4.7545 0.4556 -2.4031
168 C -5.5051 -0.5977 -3.2379
169 C -5.6640 -1.8275 -2.3339
170 O -4.3658 -2.2511 -1.9546
171 C -4.4839 -3.3291 -1.0571
172 N -6.8439 -0.2047 -3.5954
173 H -3.7176 0.1307 -2.3191
174 H -5.2574 0.5298 -1.4431
175 H -4.7738 1.4029 -2.8728
176 H -4.8597 -0.8798 -4.0564
177 H -6.1555 -2.5969 -2.9370
178 H -6.2520 -1.5745 -1.4092
179 H -5.1852 -4.0809 -1.3978
180 H -4.9454 -3.0528 -0.1094
181 H -3.4962 -3.7655 -0.8643
182 H -7.2427 -0.9132 -4.1908
183 H -6.8357 0.5930 -4.1728
184 C 4.1906 -1.2564 0.6559
185 C 3.5847 -2.0826 -0.4643
186 C 4.2576 -3.4979 -0.5681
187 O 3.5550 -4.3369 -1.4952
188 C 3.5418 -3.7911 -2.8045
189 N 2.1746 -2.3020 -0.2680
190 H 3.6161 -0.3797 0.9597
191 H 5.1923 -0.9059 0.4054
192 H 4.3287 -1.9021 1.5779
193 H 3.8168 -1.6182 -1.4173
194 H 4.2196 -3.9747 0.4297
195 H 5.3301 -3.5233 -0.8391
196 H 3.0929 -4.6152 -3.4011
197 H 4.5313 -3.6393 -3.2525
198 H 2.9272 -2.8623 -2.8261
199 H 1.9123 -2.9005 -1.0364
200 H 1.5902 -1.4886 -0.3120

***

Density functional theory data (ωB97M-V/def2-TZVPD) for a structure of composition CH3InO in a non-equilibrium geometry.

Kohn-Sham gap   4.948 eV
Energy relative to the best compared isomer or geometry (same formula, charge and spin)   1.0 kcal per mole
Charge   +2

Atoms and positions in Å:
1 In 21.3556 -16.4096 16.6622
2 C 14.6261 -18.4002 18.7263
3 O 16.0154 -18.6686 18.5435
4 H 14.1993 -18.1608 19.7004
5 H 14.4653 -17.4103 18.2994
6 H 13.8711 -18.9619 18.1762

***

Density functional theory data (ωB97M-V/def2-TZVPD) for a structure of composition C7H9Br2F2N in a non-equilibrium geometry.

Kohn-Sham gap (spin up / spin down)   6.042 / 7.415 eV
2S+1   3
Expectation value of S²   2.012

Atoms and positions in Å:
1 C 2.5763 -0.7740 1.8840
2 C -2.9118 0.7605 -1.2079
3 C -1.4072 1.0811 -1.3914
4 C -0.6632 1.0033 -0.0683
5 C -0.3310 -0.4045 0.3609
6 C 3.0120 -0.1853 0.7670
7 C 0.4959 -1.2947 -0.2053
8 N 2.3744 -1.4549 2.8341
9 F 0.6362 -2.5276 0.2832
10 F 1.1553 -1.0916 -1.3652
11 Br 2.9515 1.6995 0.3976
12 Br 4.0734 -1.2273 -0.3247
13 H -2.9172 -0.2877 -0.8294
14 H -3.5063 0.9736 -2.1599
15 H -3.4567 1.4199 -0.4503
16 H -1.2125 2.0033 -1.8339
17 H -1.0365 0.2245 -2.1022
18 H 0.3421 1.5040 -0.0073
19 H -1.1630 1.3887 0.9364
20 H 1.6855 -2.0203 3.1692
21 H -0.6970 -0.7905 1.3133